A cluster of 5 separate species, C23H23Cl3O13 in total. Source: the Open Molecules 2025 dataset; level of theory: ωB97M-V/def2-TZVPD.

Structure (XYZ):
```
62
Properties=species:S:1:pos:R:3:forces:R:3
O -7.646 2.596 2.282 -0.101 0.287 0.017
C -6.972 1.589 2.344 -0.069 -0.665 0.012
C -7.487 0.246 2.550 -0.268 0.226 0.109
C -6.646 -0.795 2.562 0.113 0.184 -0.140
O -7.049 -2.039 2.732 -0.082 -0.333 0.076
C -5.154 -0.638 2.361 0.050 0.309 0.073
O -4.475 -1.643 2.385 0.006 -0.336 -0.012
C -4.643 0.698 2.164 0.333 0.454 0.227
C -5.482 1.740 2.176 -0.057 0.226 -0.383
O -5.083 2.989 1.973 0.011 -0.133 0.115
H -8.549 0.104 2.706 0.022 0.091 -0.057
H -6.256 -2.606 2.700 0.107 0.034 -0.017
H -3.586 0.912 2.083 0.051 -0.436 -0.133
H -5.891 3.535 1.978 -0.092 0.062 0.053
O 5.761 -0.796 3.182 0.030 -0.282 0.243
C 6.039 0.025 2.335 -0.098 0.321 -0.715
C 5.110 0.962 1.738 -0.485 0.278 0.749
C 5.520 1.888 0.874 -0.144 -0.286 -0.773
O 4.656 2.745 0.335 -0.077 0.113 -0.064
C 6.921 1.914 0.331 0.299 -0.450 0.525
O 7.201 2.732 -0.517 -0.058 0.169 -0.277
C 7.857 0.930 0.878 -0.064 0.461 -0.394
C 7.451 0.052 1.801 0.197 0.221 0.130
O 8.272 -0.825 2.358 0.057 -0.341 -0.009
H 4.071 0.989 2.038 0.115 -0.273 0.133
H 5.056 3.154 -0.449 0.344 0.131 0.149
H 8.872 0.961 0.507 -0.001 -0.080 0.051
H 7.727 -1.398 2.927 -0.047 0.060 0.160
O 4.836 -0.796 -1.471 0.224 0.087 0.002
C 3.801 -1.333 -1.808 -0.579 -0.131 0.249
C 2.753 -1.765 -0.892 0.877 0.280 0.452
C 1.638 -2.313 -1.357 -0.671 -0.046 0.132
O 0.619 -2.635 -0.551 0.211 -0.180 -0.116
C 1.415 -2.557 -2.823 0.423 0.041 -0.154
O 0.377 -3.074 -3.176 -0.345 -0.169 0.173
C 2.469 -2.154 -3.734 -0.482 -0.223 -0.384
C 3.560 -1.546 -3.275 0.379 0.320 -0.110
O 4.509 -1.063 -4.068 0.075 -0.115 -0.110
H 2.919 -1.620 0.169 -0.015 0.043 -0.043
H -0.035 -3.114 -1.089 -0.100 0.091 -0.160
H 2.303 -2.329 -4.788 0.029 0.056 -0.009
H 5.202 -0.687 -3.498 0.013 0.007 0.136
Cl -0.747 1.133 1.800 0.176 0.077 0.233
C 0.696 0.370 1.124 -0.189 -0.263 -0.121
Cl 1.774 -0.254 2.382 -0.196 0.110 0.054
Cl 1.545 1.466 0.038 -0.032 -0.058 0.097
H 0.340 -0.489 0.569 0.122 0.027 -0.159
C -3.893 -1.308 -1.509 -0.244 0.277 0.180
C -2.395 -1.051 -1.468 0.108 -1.011 0.296
O -1.995 0.212 -1.913 -0.191 0.523 -0.007
C -2.615 1.347 -1.277 0.706 -0.163 0.049
C -3.080 2.295 -2.354 -0.274 -0.025 -0.359
H -4.108 -2.370 -1.404 0.084 -0.057 -0.122
H -4.433 -0.814 -0.697 0.075 0.039 -0.053
H -4.300 -0.938 -2.453 -0.022 -0.152 -0.024
H -1.992 -1.300 -0.467 -0.178 0.346 0.021
H -1.914 -1.781 -2.129 0.018 0.269 -0.150
H -3.410 1.028 -0.604 -0.154 0.033 -0.080
H -1.850 1.823 -0.658 -0.063 0.044 -0.015
H -2.257 2.485 -3.043 0.006 -0.018 0.009
H -3.427 3.260 -1.981 0.053 -0.080 0.247
H -3.898 1.851 -2.928 0.063 0.003 -0.001
```
Positions in Å, forces in eV/Å.

The value obtained for the LUMO energy is -1.594 eV. As for the SMILES: O=C1C=C(O)C(=O)C=C1O.O=C1C=C(O)C(=O)C=C1O.O=C1C=C(O)C(=O)C=C1O.ClC(Cl)Cl.CCOCC. The HOMO energy comes out at -9.541 eV. The max |F| is 1.06 eV Å⁻¹. Its total charge is 0.

Here are the Mulliken charges for atoms 1 to 8, given in e: atom 1 (O): -0.627, atom 2 (C): 0.927, atom 3 (C): -0.978, atom 4 (C): 0.379, atom 5 (O): -0.563, atom 6 (C): 0.928, atom 7 (O): -0.656, atom 8 (C): -0.401

A cluster of 8 separate species, C30H61BN2O10PS in total. Source: the Open Molecules 2025 dataset; level of theory: ωB97M-V/def2-TZVPD.

Structure (XYZ):
```
106
Properties=species:S:1:pos:R:3:forces:R:3
C -4.707 1.549 2.293 -0.028 -0.043 -0.585
C -4.159 1.937 0.908 -0.040 -0.554 2.083
C -2.721 2.397 1.009 -2.286 -0.749 1.201
O -2.211 3.020 0.167 1.985 1.543 -2.478
O -2.096 2.046 2.155 0.103 -0.859 0.291
C -0.820 1.454 1.950 0.133 -0.190 0.234
C -0.886 0.190 1.075 1.001 0.299 -0.029
C -0.456 -1.083 1.819 -1.517 0.333 0.713
C -1.147 -2.310 1.254 1.096 -0.808 -1.720
C -0.112 -2.768 0.169 -0.097 0.911 1.129
C 1.161 -2.396 0.867 0.256 -1.279 -1.653
B 2.471 -3.203 0.425 0.919 0.306 0.192
N 3.510 -2.633 -0.411 -0.377 -0.357 0.181
O 2.598 -4.463 0.892 -0.685 -0.013 0.428
N 0.984 -1.496 1.750 0.481 -0.086 -0.032
P 2.361 -0.954 2.724 0.417 2.246 1.316
S 2.330 0.884 3.230 -0.116 -0.259 0.052
H -5.727 1.194 2.231 -0.348 0.113 -0.079
H -4.143 0.739 2.727 0.271 -0.191 0.217
H -4.663 2.397 2.952 -0.091 0.201 0.427
H -4.179 1.030 0.312 -0.003 0.128 -0.629
H -4.779 2.728 0.519 0.039 0.121 -0.672
H -0.096 2.150 1.565 0.067 0.357 -0.354
H -0.472 1.161 2.928 -0.061 0.118 0.429
H -1.883 0.002 0.706 -0.434 0.080 0.141
H -0.276 0.367 0.196 0.210 -0.094 -0.189
H -0.737 -0.956 2.859 0.237 0.005 0.328
H -2.055 -2.117 0.713 -0.631 0.242 0.436
H -1.255 -3.129 1.947 -0.253 -0.053 0.484
H -0.145 -3.792 -0.166 -0.076 -0.299 -0.062
H -0.174 -2.100 -0.689 -0.032 0.009 -0.368
H 4.394 -2.946 -0.009 0.140 0.084 -0.167
H 3.476 -3.117 -1.310 0.091 0.425 -0.220
H 1.857 -4.727 1.456 0.273 -0.340 0.026
H 2.336 -1.817 3.837 -0.182 -0.438 -0.499
H 3.549 -1.243 2.020 -0.601 -0.736 -0.411
C 2.166 3.265 -1.548 -0.429 -0.095 0.132
C 2.459 2.183 -0.549 0.052 0.126 -0.016
O 1.571 1.632 0.073 0.120 -0.233 -0.181
C 3.905 1.813 -0.360 -0.182 -0.290 0.147
H 1.091 3.435 -1.599 0.002 -0.017 0.039
H 2.656 4.193 -1.253 0.154 -0.024 -0.184
H 2.525 2.964 -2.532 0.206 0.152 0.023
H 4.471 2.680 -0.015 0.051 0.029 -0.167
H 4.315 1.454 -1.306 0.121 0.198 0.035
H 3.984 1.021 0.384 -0.003 0.032 0.027
C 6.137 1.963 -5.047 -0.179 -0.003 0.325
C 6.155 0.782 -4.111 -0.018 0.092 -0.045
O 5.564 0.806 -3.052 0.029 -0.092 -0.037
C 6.941 -0.429 -4.547 -0.115 -0.094 0.282
H 5.539 2.760 -4.611 -0.019 0.028 -0.053
H 7.151 2.330 -5.208 -0.015 -0.044 -0.200
H 5.698 1.680 -6.005 0.190 -0.001 -0.088
H 7.990 -0.164 -4.686 -0.023 0.001 -0.171
H 6.538 -0.819 -5.483 0.134 0.077 -0.091
H 6.870 -1.201 -3.783 0.002 0.014 0.003
C 6.639 4.579 -2.150 -0.194 -0.107 -0.145
C 5.512 5.580 -2.086 -0.039 0.085 -0.021
O 4.463 5.399 -2.663 0.069 -0.090 0.019
C 5.751 6.824 -1.265 -0.261 0.034 -0.089
H 6.339 3.734 -2.764 -0.024 -0.033 0.014
H 7.524 5.041 -2.589 0.062 0.019 0.150
H 6.875 4.218 -1.147 0.140 0.103 0.004
H 6.601 7.378 -1.666 0.096 -0.055 0.125
H 5.951 6.554 -0.226 0.169 0.032 -0.025
H 4.867 7.457 -1.301 0.002 -0.012 -0.012
C -6.593 0.726 7.190 -0.095 0.172 -0.149
C -5.504 0.939 6.166 0.016 -0.015 -0.027
O -5.613 1.762 5.289 -0.007 0.017 0.043
C -4.269 0.075 6.290 0.052 0.161 -0.132
H -7.417 1.406 6.988 0.015 0.004 -0.013
H -6.959 -0.301 7.137 0.086 -0.036 0.134
H -6.208 0.924 8.192 0.007 -0.160 0.027
H -4.539 -0.977 6.194 0.016 -0.012 0.110
H -3.793 0.249 7.257 -0.062 -0.136 0.052
H -3.567 0.331 5.498 -0.042 0.012 -0.022
C -4.331 -3.987 1.969 -0.072 0.359 0.044
C -4.300 -3.443 3.375 0.004 0.049 -0.024
O -4.456 -2.265 3.606 0.108 -0.019 -0.010
C -4.068 -4.439 4.487 -0.047 0.262 0.138
H -4.505 -3.170 1.270 -0.014 0.008 0.017
H -3.377 -4.463 1.729 -0.114 -0.226 0.020
H -5.136 -4.715 1.865 0.183 -0.158 -0.059
H -3.103 -4.933 4.353 -0.086 -0.154 -0.053
H -4.860 -5.188 4.489 0.110 -0.118 -0.077
H -4.069 -3.921 5.444 0.000 0.004 -0.013
C 4.025 3.356 -8.641 0.280 -0.048 0.030
C 4.393 4.223 -7.461 -0.011 0.079 0.027
O 5.538 4.325 -7.084 0.017 -0.061 -0.006
C 3.268 4.957 -6.771 0.234 0.084 0.144
H 4.923 2.890 -9.042 0.004 0.020 0.006
H 3.329 2.576 -8.330 -0.134 0.092 -0.072
H 3.565 3.963 -9.422 -0.149 -0.062 0.040
H 2.540 4.243 -6.381 -0.105 0.038 -0.124
H 2.776 5.631 -7.473 -0.129 -0.111 -0.016
H 3.669 5.538 -5.943 0.006 -0.025 0.005
C -7.590 -7.419 -0.913 0.249 0.145 -0.048
C -7.156 -7.007 0.470 -0.002 -0.004 -0.009
O -6.149 -6.357 0.650 -0.035 -0.028 0.009
C -8.030 -7.441 1.620 0.216 0.154 0.121
H -6.877 -7.044 -1.643 0.000 0.003 0.014
H -7.630 -8.507 -0.984 -0.171 0.005 0.014
H -8.574 -7.004 -1.134 -0.071 -0.152 0.030
H -8.088 -8.530 1.655 -0.154 0.006 -0.068
H -9.033 -7.027 1.504 -0.056 -0.151 -0.052
H -7.606 -7.081 2.555 0.001 -0.001 -0.010
```
Positions in Å, forces in eV/Å.

The value obtained for the LUMO energy is -3.924 eV. The HOMO energy comes out at -10.813 eV. The max |F| is 3.53 eV Å⁻¹. Its total charge is +1.

Here are the Mulliken charges for atoms 1 to 8, given in e: atom 1 (C): -1.000, atom 2 (C): -0.414, atom 3 (C): 0.591, atom 4 (O): -0.544, atom 5 (O): -0.363, atom 6 (C): -0.824, atom 7 (C): -0.257, atom 8 (C): -0.210